Computed, not measured: a cluster of 6 separate species, C43H48F24NO12PS2 in total, with ωB97M-V with the def2-TZVPD basis set.

```
! wB97M-V def2-TZVPD RIJCOSX def2/J DEFGRID3
* xyz 0 1
O -2.86 -1.95 -3.29
H -1.55 -8.80 -6.93
C 2.46 3.10 4.49
H -3.76 2.98 2.26
C -4.15 5.16 2.89
C 0.12 8.40 0.61
S -6.55 4.91 -1.16
H -1.43 -7.54 -5.70
H 5.91 -4.79 -0.15
C 1.93 -6.92 -2.84
F -4.83 0.74 2.87
C -0.44 -4.67 -1.05
H -4.51 -0.49 -4.85
F 3.98 3.26 -0.22
C 4.45 3.44 -1.49
F -5.48 -8.66 -4.30
H -1.99 9.09 -1.46
H 4.92 -0.45 3.47
H -6.91 5.81 1.54
F -8.38 0.31 0.61
H -4.06 1.17 -5.19
C 1.84 5.51 3.28
C 3.97 6.64 1.63
H 3.29 -5.92 0.97
F -6.62 1.00 4.43
C -3.94 7.80 -0.66
H 3.48 2.86 2.41
F -0.35 -0.68 -1.62
H 3.19 0.36 2.03
H 5.12 6.70 1.31
F -2.22 -1.25 -0.66
C 5.32 -3.15 3.72
C 0.68 6.45 2.58
F -8.70 1.55 2.63
H -2.55 -4.26 -1.17
C 4.96 -3.46 2.27
H 4.52 0.92 6.03
C -2.40 8.34 -0.63
O 4.43 -4.72 2.15
F -5.30 3.29 4.65
H 0.61 -9.03 -5.75
F -7.12 3.93 3.27
C -2.41 -0.22 -5.32
O 4.79 1.08 -1.64
C 4.01 -5.11 0.84
C -2.01 6.80 1.83
F -1.94 0.79 -1.37
H -2.15 -5.99 -1.05
H 7.13 -1.33 -1.37
H -1.91 -5.14 -2.57
H 5.11 1.44 3.88
F 3.35 3.59 -2.28
F 5.08 4.65 -1.49
H 3.52 3.33 4.98
C 4.40 0.50 3.99
O -1.98 0.05 -3.98
C -1.45 7.82 0.63
N 4.13 0.13 5.46
C -4.51 6.74 0.51
H 4.80 -0.91 -2.08
O 0.49 9.53 -0.01
C 0.94 -5.77 -2.66
C -3.88 0.13 -5.49
C -0.93 6.44 3.01
F 1.51 -8.08 -2.27
C -1.84 -5.03 -1.49
O -1.21 6.18 4.29
C 2.80 7.57 0.90
C -5.88 3.11 3.27
O -2.73 -9.13 -5.30
O 0.47 -5.74 -1.37
F -7.14 2.33 0.82
C -3.57 6.20 1.77
H 1.62 2.54 2.39
C 5.51 -0.08 -2.07
H -0.23 -9.18 -4.19
O 5.09 -2.68 1.32
F 6.14 -2.07 3.85
C -2.27 -0.91 -3.04
H 5.72 -6.40 0.55
C 6.63 -0.40 -1.09
C -1.51 -8.62 -5.85
C -4.70 3.72 2.26
F -7.44 -0.57 2.66
C 2.99 0.74 3.14
H -3.40 4.87 3.74
H -5.04 3.81 1.14
H 3.09 8.29 0.02
F -6.01 0.23 0.91
H 4.86 -5.97 -0.95
C 5.35 2.29 -1.96
H -0.10 -3.73 -1.49
H 4.24 4.94 3.38
F -4.68 -9.02 -2.30
C -1.70 -0.52 -1.68
S -7.32 0.95 1.81
F 2.18 -7.20 -4.15
H -4.19 0.00 -6.53
H 7.38 0.40 -1.07
H 6.24 -0.50 -0.08
P -6.37 6.22 0.27
O 6.40 2.42 -2.57
F 4.22 -2.90 4.48
H -2.22 -1.27 -5.59
H -4.67 8.16 -1.52
O 0.61 -4.96 -3.52
H 2.08 0.11 3.60
H -0.42 -10.44 -5.41
H 3.48 -4.29 0.34
O -2.43 -7.81 -3.45
C -3.09 -8.63 -4.07
F 5.97 -4.19 4.33
C 3.44 5.63 2.82
H -5.10 5.64 3.43
C 5.19 -5.60 0.02
C -4.43 -9.22 -3.62
H -7.06 7.47 -0.07
C -0.32 -9.36 -5.27
H 4.75 -0.69 5.66
H 1.67 4.99 5.50
F 3.14 -6.64 -2.28
C 2.59 2.34 3.02
C -6.11 1.50 3.10
H 5.89 0.05 -3.09
H 0.37 4.07 4.46
H -1.81 0.40 -5.98
H 1.94 2.31 5.22
H -0.41 -4.55 0.04
C 1.49 4.42 4.46
F -4.52 -10.56 -3.83
C 1.23 7.47 1.37
*
```

As for the structure (SMILES): NCCCCCc1cccc2c1C(=O)c1c(ccc([PH2]=S)c1CCC(F)(F)C(F)(F)S(F)(F)(F)(F)F)C2=O.CCOC(=O)C(F)(F)F.CCOC(=O)C(F)(F)F.CCOC(=O)C(F)(F)F.CCOC(=O)C(F)(F)F.CCOC(=O)C(F)(F)F.

---

Computed, not measured: a structure of composition C43H48F4N5O6Os, with ωB97M-V with the def2-TZVPD basis set.

```
! wB97M-V def2-TZVPD RIJCOSX def2/J DEFGRID3
* xyz -1 1
H 1.29 -6.38 2.42
C -6.47 1.20 0.96
C -4.41 1.78 -0.23
H -5.09 4.27 -0.90
H 0.37 -0.17 4.13
C 2.87 -6.07 0.11
H -7.73 -0.32 0.07
H -2.71 7.70 0.16
F 0.15 5.00 -1.68
O -3.50 -2.36 -0.30
H -1.71 -2.49 1.18
C -2.84 6.63 0.11
H 2.91 -3.56 0.10
C -2.51 0.16 -4.93
H 4.15 -1.96 0.09
H -2.73 -2.91 -2.54
H 0.24 2.89 2.00
H 4.42 2.30 0.52
C 3.87 1.36 0.46
H -4.14 0.71 -2.08
C -2.11 2.11 3.26
H -1.95 2.86 4.04
H -2.93 1.45 3.55
C -0.70 -0.34 -2.89
H 1.27 -7.79 1.34
C 0.66 -6.34 -0.99
N 0.16 -1.77 0.66
C -1.96 4.38 0.42
H 7.51 0.88 -1.28
C -0.69 -2.78 0.94
C 1.02 4.18 -1.10
H -3.52 -1.53 -4.21
H 6.38 0.36 2.26
Os -0.25 0.13 0.18
H 1.98 2.34 0.68
C 6.70 0.81 1.32
O -0.07 2.14 -0.63
C -0.31 -4.09 0.90
C 3.72 -0.98 0.23
H -2.01 -0.08 1.91
C 0.71 2.69 -1.45
H 6.03 1.85 -1.19
C 4.52 0.15 0.28
C -2.04 -2.18 -2.12
H -1.39 -0.34 4.35
C 6.57 -1.33 0.06
C 2.50 1.41 0.54
H 7.78 0.73 1.25
O 1.27 2.28 -2.47
C -5.31 1.95 0.85
C -0.57 0.39 4.24
H 6.30 -1.89 0.96
C -4.18 4.69 -0.48
C -1.83 5.76 0.53
C -3.14 3.78 -0.09
F 0.99 4.40 0.23
H -6.22 -0.63 -1.87
H 0.25 1.32 -3.49
C 0.99 -4.43 0.54
C -1.38 1.08 -4.79
H 0.46 2.90 3.76
C 2.35 -0.88 0.36
O -2.19 -0.53 -0.40
N -1.77 -1.14 -3.11
H 6.44 1.87 1.35
C 6.04 0.11 0.13
C 0.91 -6.76 1.47
H 1.30 1.69 2.77
H -0.91 6.18 0.93
C -2.67 -0.87 -4.11
H 7.65 -1.31 -0.01
N -0.53 0.69 -3.74
H 6.18 -1.86 -0.81
C -4.01 6.06 -0.40
N -3.20 2.43 -0.32
H -2.42 2.62 2.34
H 3.10 -7.12 -0.05
H 3.43 -5.74 1.00
C -4.79 0.82 -1.21
C 1.37 -5.89 0.30
H 0.99 -5.74 -1.84
O 0.12 -0.59 -1.98
C 6.42 0.83 -1.18
F 2.25 4.51 -1.52
C -2.64 -1.65 -0.82
H -7.12 1.34 1.82
H 0.88 -7.39 -1.20
C -0.82 1.31 3.03
C -6.82 0.26 -0.01
C 0.37 2.26 2.88
C -5.96 0.09 -1.10
C -1.05 0.46 1.84
C 1.45 -2.07 0.45
F -3.37 0.38 -5.92
H -1.16 3.72 0.73
H -1.09 -2.67 -1.88
H -0.52 0.99 5.15
H -0.43 -6.22 -0.91
H -4.80 6.72 -0.76
H -1.06 -4.84 1.12
H 6.01 0.30 -2.04
C 1.87 -3.38 0.35
N 1.73 0.30 0.48
O -1.16 2.05 -5.47
H 3.24 -5.51 -0.75
H -5.03 2.65 1.63
H -0.18 -6.81 1.54
*
```

---

Number 1: gap between HOMO and LUMO 6.48 eV, strongest force on any atom 0.1560 hartree/bohr. Number 2: gap between HOMO and LUMO 3.65 eV, strongest force on any atom 0.0199 hartree/bohr.